C5H12O3 | ωB97M-V/def2-TZVPD

Calculated values
E_LUMO ... 0.0201 hartree
SMILES ... O=CCCCCO.O
Total charge ... 0
Energy above the lowest of the compared OMol25 structures with the same formula, charge and spin ... 322.5 kJ/mol
Energy ... -11519.4237 eV
HOMO level ... -0.366 hartree

Last column: natural (NBO) charge in e.
Cartesian coordinates (Å):
C (0.7610, 0.9814, 0.8724)  -0.070
O (1.3234, 1.5261, -0.2991)  -0.718
C (-0.3311, -0.0041, 0.4274)  -0.457
C (0.0386, -1.3602, -0.3048)  -0.405
C (-0.1610, -2.3945, 0.9070)  -0.514
C (1.0618, -2.5511, 1.7301)  0.408
O (1.2825, -3.2092, 2.7744)  -0.523
H (0.4461, 1.8621, 1.4617)  0.181
H (1.5420, 0.5778, 1.4822)  0.168
H (0.9953, 1.0328, -1.0400)  0.462
H (-1.1964, 0.4653, -0.1473)  0.220
H (-0.9627, -0.3293, 1.2900)  0.212
H (0.8628, -1.5010, -0.9304)  0.221
H (-0.8197, -1.5457, -1.0973)  0.212
H (-0.1556, -3.3423, 0.2400)  0.250
H (-1.0745, -2.2504, 1.4209)  0.237
H (1.9953, -2.1746, 1.3168)  0.115
H (-1.3395, 4.4471, -3.7886)  0.456
H (-2.1124, 5.1524, -2.7791)  0.465
O (-2.1560, 4.6174, -3.5363)  -0.920

---

C5H12O4 | ωB97M-V/def2-TZVPD

Calculated values
E_LUMO (alpha / beta) ... 0.0166 / 0.0225 hartree
Total charge ... 0
Energy above the lowest of the compared OMol25 structures with the same formula, charge and spin ... 441.7 kJ/mol
Energy ... -13565.5674 eV
HOMO level (alpha / beta) ... -0.253 / -0.268 hartree

Last column: natural (NBO) charge in e.
Cartesian coordinates (Å):
C (2.4562, -1.1251, -0.3793)  -0.611
C (0.8464, 1.2960, 1.0441)  -0.695
C (0.9888, -0.9190, -0.2579)  -0.487
C (0.4884, 0.4901, -0.1834)  0.339
C (-2.1243, -0.0704, 0.2177)  0.720
O (0.3254, 1.0297, -1.4665)  -0.746
O (-2.1872, -0.2839, -1.1984)  -0.749
O (-2.6706, -1.0740, 0.9715)  -0.719
O (-2.5773, 1.2076, 0.6126)  -0.722
H (2.8802, -0.8639, 0.5051)  0.198
H (3.0646, -0.6375, -1.1224)  0.210
H (2.5257, -2.2063, -0.6447)  0.212
H (-0.0288, 2.0524, 1.2328)  0.226
H (0.9922, 0.6103, 1.8375)  0.226
H (1.7180, 1.8620, 0.9634)  0.204
H (0.3759, -1.2972, -1.1520)  0.218
H (0.6613, -1.5174, 0.6042)  0.220
H (-0.0709, 1.9681, -1.5184)  0.495
H (-1.5326, 0.2820, -1.5447)  0.496
H (-2.8420, -1.8000, 0.3665)  0.497
H (-3.2895, 0.9964, 1.1125)  0.469